The following is a DFT calculation (ωB97M-V/def2-TZVPD) of a cluster of 2 separate species, C5H6F2 in total.

The calculation puts the largest force on an atom at 0.0128 hartree/bohr. As for the total energy: -10713.996 eV. Its SMILES is F/C=C\F.C#CC. For the LUMO energy, the calculation gives 0.932 eV.

Bonds (Å) are listed after each position.
CARTESIAN COORDINATES (ANGSTROEM)
1 F 3.046 -0.885 -0.542  C2 1.334
2 C 2.312 0.205 -0.771  F1 1.334, C3 1.320, H5 1.079
3 C 1.807 0.956 0.191  C2 1.320, F4 1.334, H6 1.078
4 F 1.984 0.725 1.492  C3 1.334
5 H 2.166 0.409 -1.820  C2 1.079
6 H 1.227 1.843 -0.005  C3 1.078
7 C 0.397 -1.924 0.826  C8 1.197, H10 1.047
8 C -0.408 -1.078 0.568  C7 1.197, C9 1.446
9 C -1.414 -0.079 0.280  C8 1.446, H11 1.090, H12 1.090, H13 1.091
10 H 1.141 -2.625 1.056  C7 1.047
11 H -1.523 0.587 1.136  C9 1.090
12 H -2.375 -0.554 0.083  C9 1.090
13 H -1.129 0.510 -0.592  C9 1.091

Want to see where the charge sits? The Löwdin charges in e are: atom 1 (F): 0.0321, atom 2 (C): -0.1522, atom 3 (C): -0.1757, atom 4 (F): 0.0381, atom 5 (H): 0.1157, atom 6 (H): 0.1148, atom 7 (C): 0.0998, atom 8 (C): -0.2217, atom 9 (C): -0.1130, atom 10 (H): 0.0264, atom 11 (H): 0.0834, atom 12 (H): 0.0791, atom 13 (H): 0.0731